Molecular formula: C46H99O28P5
Method: DFT, wB97M-V/def2-TZVPD

Structure (XYZ):
```
178
Properties=species:S:1:pos:R:3:forces:R:3:lowdin_charge:R:1
O 12.946950 14.059942 20.679535 -0.133 0.095 -0.005 -0.24
H 18.902480 18.545632 14.920268 0.144 -0.032 -0.091 0.10
H 18.000667 18.179146 20.023699 -0.116 -0.009 0.296 0.10
H 22.614252 19.487886 18.147740 -0.083 -0.071 0.054 0.11
C 10.684231 15.923856 21.575497 2.086 1.250 -0.356 -0.26
H 15.103947 20.156339 11.123525 0.340 0.165 -0.046 0.12
C 17.148598 14.923234 17.049745 1.515 -1.298 -1.579 -0.52
H 21.905284 9.971375 20.635129 0.040 -0.228 -0.044 0.07
H 17.473807 13.320874 11.831167 -0.233 -0.249 -0.254 0.07
H 21.844991 10.679856 14.790339 0.479 -0.061 0.588 0.09
H 17.941721 11.835213 13.525724 0.248 -0.718 0.733 0.07
H 18.494347 8.994687 23.448142 0.168 -0.088 0.271 0.12
H 21.441280 8.526332 22.748625 0.018 -0.171 -0.121 0.08
C 21.334558 9.733874 14.668964 -0.575 1.730 -3.312 -0.18
H 18.438288 14.015750 18.426386 -0.036 -0.298 0.375 0.11
H 20.518441 9.305161 10.999952 -0.549 0.076 0.368 0.11
C 20.854995 11.288335 19.298727 -0.503 -0.176 1.052 -0.20
H 22.564806 14.101795 19.501150 0.097 -0.397 0.271 0.07
C 21.526496 9.954458 19.615080 -0.311 1.277 -0.288 -0.06
O 23.206398 11.577354 16.971131 -0.503 -1.478 0.416 0.12
H 14.975678 11.679740 19.153247 0.478 -0.067 -0.071 0.12
O 20.275697 12.105978 22.339195 0.196 0.648 0.148 -0.23
H 17.051293 11.990224 10.695806 -0.118 0.216 -0.067 0.08
O 21.604669 10.974321 11.803269 0.250 -1.416 -1.088 -0.16
C 14.758879 19.155952 11.343871 -0.201 0.759 -0.821 -0.24
C 20.850490 9.096175 15.858046 -0.586 -1.019 1.742 -0.07
O 16.531989 16.132396 10.127387 1.189 -0.184 0.115 -0.19
H 24.938496 15.042249 17.012652 0.039 -0.005 0.017 0.12
C 17.078699 20.934081 18.515740 -0.077 -0.943 0.429 -0.51
O 20.155278 10.163025 13.747563 0.824 -2.449 2.389 -0.17
O 12.546393 15.043402 18.421568 0.200 1.245 -2.294 -0.17
H 14.546268 14.890843 13.323710 0.164 -0.220 -0.352 0.11
H 17.384050 12.857291 17.504626 0.014 0.027 0.348 0.12
H 15.038809 16.168269 15.487308 0.314 -0.062 -0.268 0.05
O 21.437735 17.588196 17.047306 -1.123 2.001 -2.235 -0.19
C 17.803011 16.249924 9.364137 -1.421 0.622 1.614 -0.23
H 18.248867 13.604994 21.047704 -0.024 0.042 -0.130 0.11
C 17.249980 18.942240 19.819839 -0.051 -0.292 -0.983 -0.11
C 14.945586 16.632390 14.502725 -0.299 0.224 -0.962 -0.06
H 15.990495 12.369726 12.081232 0.291 -0.156 -0.003 0.08
C 18.074646 14.867913 8.950450 0.565 -0.798 -0.562 -0.07
C 19.482446 17.876562 15.556000 0.511 -0.239 0.369 -0.06
C 23.442692 14.766461 15.442839 -0.229 0.322 -0.223 -0.14
C 19.051405 13.662626 16.364666 -0.160 0.010 -0.813 -0.12
H 14.584644 13.302030 17.398136 -0.112 0.003 0.403 0.10
C 17.394885 13.054710 21.449111 0.731 -0.711 -1.405 -0.24
C 16.944135 13.715315 22.699163 0.458 -0.111 0.646 -0.06
H 17.807628 13.702724 23.370507 -0.210 0.045 0.223 0.09
H 11.463961 15.552417 22.251458 -0.180 -0.437 -0.242 0.12
C 17.032956 12.315515 11.736306 0.118 0.309 -0.117 -0.07
O 19.833975 16.531126 18.816163 0.825 0.703 -0.266 -0.23
H 14.010782 10.446153 18.332411 0.153 0.060 0.056 0.13
H 20.153363 19.327045 16.941818 0.530 0.102 0.169 0.11
H 19.865150 10.085942 23.846203 -0.031 0.051 -0.040 0.11
H 22.481921 8.418998 12.207495 0.068 0.005 0.114 0.05
H 22.331346 9.905370 18.896044 0.416 -0.486 -0.056 0.06
H 13.917776 16.969514 14.396271 -0.240 0.088 -0.002 0.06
O 16.625289 10.712304 15.376777 -0.215 -0.008 0.331 0.10
O 17.024065 22.079516 18.232545 -0.169 1.349 -0.653 0.13
P 16.264781 17.132638 11.312788 0.961 -1.531 0.652 0.31
H 19.325671 12.650603 16.082540 -0.078 -0.183 0.043 0.11
H 15.771164 18.127564 18.348811 0.155 -0.192 0.109 0.11
O 15.566006 18.246397 10.502762 -1.656 2.048 0.680 -0.15
H 18.571286 16.649967 10.025583 0.014 0.022 0.027 0.11
C 22.525209 13.759294 16.109940 0.732 -0.271 0.440 -0.07
H 23.746456 20.365526 20.226828 0.314 -0.294 0.216 0.09
H 17.275920 14.509429 8.308325 0.058 -0.125 -0.233 0.09
C 22.125001 19.674903 19.104064 -1.360 -1.030 0.470 -0.19
H 21.398631 12.161308 19.612584 0.538 0.109 0.609 0.08
C 11.959765 15.609337 16.132380 0.173 -0.661 -0.058 -0.08
H 15.573504 17.517664 14.409417 0.217 -0.050 0.356 0.08
H 17.935123 13.732772 14.444302 -0.390 0.196 0.280 0.10
H 14.969690 15.187764 21.089536 -0.171 0.021 0.232 0.08
H 20.775473 11.467291 18.233690 -0.894 -0.387 -0.238 0.09
O 15.057087 16.426014 12.044399 -0.107 -0.609 1.216 -0.18
O 19.427978 9.769143 21.815427 -0.510 0.806 0.121 -0.20
H 11.068195 14.989682 16.272305 0.049 0.201 -0.174 0.09
O 16.263763 15.441026 17.619287 -2.119 1.263 1.831 0.12
C 23.051228 19.525946 20.276100 -0.347 0.012 0.469 -0.07
H 16.696820 14.772863 22.517509 -0.116 -0.492 -0.009 0.07
H 23.528933 18.548215 20.299009 0.405 0.228 -0.356 0.06
H 8.753242 15.490761 20.840025 -0.129 0.147 -0.108 0.09
C 20.602277 18.593502 16.269366 -0.167 -0.989 0.350 -0.18
H 23.467233 16.221549 20.599409 0.108 0.083 -0.213 0.12
H 18.828860 17.453417 16.308865 -0.217 -0.267 -0.076 0.05
H 20.791183 9.166000 19.479951 0.171 -0.201 -0.022 0.09
H 19.151646 14.988006 14.591522 -0.159 0.126 0.135 0.11
C 14.113391 12.330370 17.230371 0.509 0.604 0.035 -0.14
H 13.872671 11.185762 15.380055 -0.022 0.350 -0.107 0.14
H 21.886823 9.113503 13.972985 0.313 -0.285 0.407 0.10
H 22.050109 14.263057 21.273343 0.763 -0.320 0.077 0.09
H 17.435772 18.212382 17.761941 0.205 -0.178 -0.208 0.10
H 13.089027 19.020243 9.982796 -0.107 0.050 -0.139 0.08
H 9.769400 14.135695 21.331100 -0.454 -0.208 0.050 0.09
H 20.128466 8.320082 15.619310 -0.068 -0.136 -0.025 0.09
C 17.862891 20.337645 19.654712 -0.517 -0.742 -0.256 -0.06
H 12.696536 19.875085 11.509120 0.617 0.182 -0.340 0.09
C 15.778696 11.054980 16.168966 0.920 0.246 -1.423 -0.52
C 15.263203 15.708045 13.313284 -0.563 0.950 0.698 -0.21
O 19.203985 11.314579 11.911682 -1.273 0.417 0.247 -0.18
H 18.893654 20.246481 19.299689 0.061 0.203 0.435 0.11
H 20.940738 14.611170 20.085002 0.231 0.003 -0.569 0.07
C 12.402795 16.177794 17.447234 0.165 -0.683 0.376 -0.20
P 21.059727 17.324941 18.527127 -2.181 -1.081 0.178 0.29
C 20.467850 8.162040 23.064688 -0.475 -0.536 0.809 -0.08
H 8.967810 15.136047 22.556217 -0.005 0.051 0.249 0.09
O 13.572446 16.490968 20.266777 1.478 0.677 0.559 -0.16
C 22.023447 14.656798 20.261513 -1.136 0.250 -0.058 -0.08
H 19.045538 14.801070 8.455674 -0.110 -0.128 -0.164 0.09
O 11.214260 15.945612 20.187476 -1.036 0.046 1.348 -0.18
H 16.125179 13.162784 23.149230 -0.218 0.211 0.131 0.09
H 11.650707 16.899978 17.779229 0.268 -0.201 0.445 0.12
H 16.132199 17.230702 22.398800 -0.266 -0.411 0.106 0.08
H 21.779748 16.666957 20.894983 0.241 0.096 -0.315 0.12
P 12.620597 15.291734 19.946443 -0.196 -0.929 0.859 0.29
C 17.868722 11.362773 12.562745 0.566 1.656 -1.353 -0.22
O 15.847314 10.743520 17.451936 0.024 -0.024 1.219 0.04
C 14.569431 11.892433 15.853555 -0.296 -0.934 0.351 -0.07
H 17.451036 10.389896 12.521432 -0.105 -0.974 0.562 0.11
C 15.094260 17.122927 22.071773 -1.080 0.821 -0.267 -0.08
H 11.763380 16.436827 15.453115 -0.165 -0.040 -0.088 0.08
H 12.752745 14.991952 15.689068 -0.218 0.075 0.093 0.07
H 14.862283 18.980712 12.398950 0.676 -0.286 0.438 0.10
H 18.098064 14.223737 9.830927 0.101 0.105 -0.055 0.06
O 22.415396 16.641725 18.850847 1.039 -0.993 2.254 -0.18
H 22.104930 14.147173 17.049190 -0.161 -0.012 -0.298 0.12
C 18.001176 13.755784 17.472095 0.471 0.275 -0.702 -0.04
O 16.394009 19.966830 17.865900 -0.104 1.125 -0.607 0.04
H 20.021283 7.440898 22.370873 0.500 0.017 0.065 0.09
O 19.535241 11.365736 19.973670 0.887 0.306 -1.986 -0.17
C 9.456480 15.148932 21.590011 -0.670 -1.401 -0.287 -0.08
H 13.047201 12.479724 17.305420 -0.248 -0.127 0.284 0.11
H 23.122816 15.793064 15.522503 -0.082 0.437 0.753 0.10
H 23.449342 14.675875 14.363463 0.273 -0.770 -0.272 0.12
H 21.782657 13.324447 15.461805 -0.442 0.052 -0.132 0.08
C 16.697550 18.699529 18.384557 -0.112 -0.700 0.962 -0.16
O 24.749952 13.057447 16.433379 0.632 0.869 -0.229 0.04
H 14.739928 18.119321 21.798491 0.224 0.195 -0.057 0.07
H 20.378029 9.794162 16.538721 -0.140 0.179 0.091 0.08
C 18.423014 14.406950 15.154347 0.061 0.098 1.260 -0.08
H 22.505422 19.562314 21.229733 -0.030 0.365 -0.326 0.09
P 19.350332 11.328969 21.515746 0.501 -1.227 0.157 0.30
H 20.533149 7.720458 24.054725 0.345 -0.424 0.083 0.08
H 16.413678 18.889574 20.520511 0.319 0.213 0.099 0.09
C 22.450319 16.091046 20.237713 -0.091 0.304 -0.042 -0.23
C 19.511128 9.294857 23.185387 -0.235 0.479 -1.072 -0.26
O 17.461776 15.323182 15.805264 0.696 -0.540 -1.379 0.00
H 19.950353 17.079230 14.982256 -0.363 -0.079 -0.276 0.08
H 15.648380 16.419031 20.092811 -0.165 0.279 -0.027 0.10
C 14.899008 16.252377 20.871509 0.229 -0.739 -1.143 -0.24
H 14.828155 12.696914 15.174725 -0.045 -0.010 -0.157 0.11
H 21.543182 10.158871 9.881874 -0.003 0.289 0.075 0.12
H 17.536463 16.989605 8.630263 0.434 0.030 -0.836 0.12
H 14.372806 16.824344 22.830019 0.463 -0.231 0.506 0.08
C 22.587756 8.808065 11.198340 0.028 0.101 0.356 -0.07
C 21.468184 9.800156 10.906429 1.229 0.403 0.223 -0.21
H 19.967190 14.173491 16.615686 0.105 0.230 0.365 0.08
P 20.477547 11.342347 12.832925 -0.083 1.243 -1.275 0.26
H 22.551570 7.943745 10.552309 -0.329 -0.222 -0.420 0.07
H 12.855826 18.191691 11.548320 0.204 -0.225 -0.461 0.07
H 21.638420 20.644650 19.087494 0.015 0.095 -0.037 0.12
H 10.580586 16.945856 21.890331 -0.343 0.704 -0.224 0.11
H 23.599335 9.198805 11.091414 -0.157 0.394 0.046 0.08
C 24.794467 14.481226 16.089630 -0.464 -0.444 -0.205 -0.11
O 20.960605 18.707430 19.278365 1.372 1.220 -0.301 -0.21
O 20.858455 12.572059 13.526825 -0.131 0.619 0.310 -0.22
H 16.281339 15.367606 13.432136 0.265 -0.234 -0.415 0.09
H 21.274285 19.039175 15.553464 0.395 0.237 0.123 0.12
C 13.287092 19.066765 11.047246 -0.832 -0.637 0.446 -0.08
H 17.722728 21.005521 20.490810 0.486 0.080 0.311 0.12
O 17.827909 11.646322 21.614552 -1.211 1.133 0.824 -0.16
O 17.397285 17.485002 12.197069 -0.532 -0.093 -0.553 -0.23
H 21.680063 8.628747 16.404397 -0.080 0.127 -0.166 0.10
H 13.378652 16.651861 17.312174 -0.079 0.001 0.434 0.11
H 25.610688 14.660540 15.401212 0.282 -0.178 0.097 0.12
H 16.648576 12.985448 20.659273 -0.185 0.189 0.122 0.11
C 23.478823 12.647225 16.541210 -0.087 1.488 -0.350 -0.50
C 14.715701 11.271637 18.182349 -1.153 0.084 -0.854 -0.10
```
Positions in Å, forces in eV/Å.

* SMILES: CCOP(=O)(OCC)OCC.CCOP(=O)(OCC)OCC.CCOP(=O)(OCC)OCC.CCOP(=O)(OCC)OCC.CCOP(=O)(OCC)OCC.O=C1CCCO1.O=C1CCCO1.O=C1CCCO1.O=C1CCCO1
* gap between HOMO and LUMO: 10.535 eV
* maximum force: 0.0735 hartree/bohr
* ΔE to the lowest compared entry with this formula, charge and spin: 0.0 kJ/mol
* multiplicity: 1
* E_HOMO: -9.962 eV
* M: 1255.14 g mol⁻¹
* charge: 0



Molecular formula: C3H13NO2S2
Method: DFT, wB97M-V/def2-TZVPD

Structure (XYZ):
```
21
Properties=species:S:1:pos:R:3:forces:R:3:lowdin_charge:R:1
O -0.340469 -3.214374 2.789362 -1.332 0.315 0.197 -0.03
N -2.536891 -0.622033 -0.069117 -0.193 0.309 0.038 0.00
H -3.210238 -0.795749 -0.806097 0.182 -0.315 0.138 0.06
H -0.834411 -0.097680 -2.208972 -0.662 0.025 0.188 0.07
H 0.913850 3.534510 -1.046645 -0.011 0.353 0.249 0.02
S 1.417344 1.691000 0.444552 -0.011 -0.061 0.012 0.41
H -0.663266 1.593534 -1.911165 0.178 0.306 0.166 0.06
S 0.860567 0.095460 -0.727258 -0.017 0.746 -0.089 0.47
H 2.316679 2.662246 -1.600099 0.124 -0.155 0.157 0.03
H 2.515924 3.687851 -0.179208 -0.171 0.305 0.043 0.02
O -0.810385 -3.150361 0.116505 -0.881 -0.851 -0.852 -0.10
H 0.536162 -2.889318 2.918314 1.074 0.322 0.195 0.05
C 1.820204 3.044987 -0.707330 0.002 -0.811 -0.421 -0.46
H -0.599247 -3.103351 1.054770 0.144 -0.248 0.400 -0.03
H -1.397074 -3.937689 0.033974 0.717 0.888 0.109 0.07
H -1.401196 1.050475 0.544567 -0.149 -0.047 0.195 0.07
H -1.943946 -1.432427 0.076917 0.138 0.112 -0.306 0.02
H -0.917429 -2.466063 3.035401 0.309 -0.480 -0.043 0.08
C -1.857021 0.631823 -0.354658 -0.434 0.039 0.099 -0.38
H -2.651706 1.326557 -0.640150 0.138 0.143 -0.063 0.11
C -0.763736 0.642331 -1.399697 0.853 -0.894 -0.412 -0.53
```
Positions in Å, forces in eV/Å.

* SMILES: CSSCCN.O.O
* gap between HOMO and LUMO: 8.809 eV
* maximum force: 0.0290 hartree/bohr
* ΔE to the lowest compared entry with this formula, charge and spin: 30.0 kJ/mol
* multiplicity: 1
* E_HOMO: -8.338 eV
* M: 159.28 g mol⁻¹
* charge: 0